Record 1
71
Properties=species:S:1:pos:R:3:mulliken_charge:R:1 method="wB97M-V/def2-TZVPD" homo_lumo_gap_ev=9.514 e_lumo_ev=2.4 total_charge=-1
B 0.02 -0.53 -2.08 0.66
F 0.94 -1.30 -2.80 -0.43
F 0.34 -0.46 -0.73 -0.40
F -0.15 0.69 -2.65 -0.37
F -1.21 -1.20 -2.15 -0.42
C -4.53 3.25 2.12 -1.51
C -4.09 4.05 0.97 0.64
C -4.64 5.49 0.99 -0.73
O -5.98 5.46 0.58 -0.31
C -6.51 6.74 0.42 -0.75
N -2.65 3.95 1.05 -0.78
H -4.39 2.18 1.98 0.40
H -5.60 3.34 2.33 0.33
H -4.04 3.61 3.02 0.37
H -4.35 3.55 0.03 0.31
H -4.03 6.11 0.33 0.36
H -4.48 5.89 1.99 0.32
H -6.42 7.32 1.34 0.31
H -7.58 6.69 0.23 0.26
H -6.05 7.22 -0.45 0.30
H -2.15 4.35 0.27 0.22
H -2.47 2.97 0.90 0.28
C -3.34 -2.88 4.01 -1.31
C -2.09 -3.26 3.19 0.48
C -1.25 -4.37 3.96 -0.81
O -0.73 -3.83 5.19 -0.32
C 0.00 -4.83 5.91 -0.75
N -2.58 -3.81 1.97 -0.80
H -3.03 -2.22 4.82 0.31
H -3.89 -3.73 4.39 0.30
H -4.07 -2.37 3.37 0.40
H -1.43 -2.45 2.88 0.38
H -0.38 -4.63 3.35 0.41
H -1.86 -5.27 4.07 0.34
H 0.67 -5.39 5.26 0.30
H -0.73 -5.55 6.28 0.31
H 0.48 -4.40 6.80 0.25
H -2.98 -3.10 1.38 0.27
H -1.75 -4.11 1.48 0.24
C 6.89 -1.48 -3.52 -1.34
C 6.44 -1.32 -2.11 0.25
C 5.83 0.11 -1.91 -0.54
O 6.87 0.98 -2.44 -0.27
C 6.49 2.35 -2.52 -0.76
N 5.59 -2.41 -1.71 -0.70
H 6.00 -1.28 -4.11 0.29
H 7.10 -2.50 -3.84 0.42
H 7.79 -0.91 -3.78 0.27
H 7.33 -1.30 -1.48 0.32
H 5.61 0.23 -0.85 0.35
H 4.90 0.24 -2.45 0.32
H 7.37 2.91 -2.82 0.24
H 6.11 2.81 -1.60 0.30
H 5.66 2.46 -3.22 0.31
H 4.65 -2.28 -2.06 0.25
H 5.51 -2.41 -0.70 0.29
O 0.42 -4.44 -1.03 -0.64
H 0.57 -3.66 -1.56 0.34
H 0.07 -5.09 -1.64 0.28
O -2.92 0.12 -5.54 -0.65
H -2.19 -0.50 -5.51 0.32
H -2.75 0.72 -4.81 0.32
O 1.67 4.55 -2.01 -0.64
H 1.48 3.80 -2.57 0.34
H 0.88 5.08 -2.04 0.30
O 2.86 -0.24 2.53 -0.64
H 2.36 0.09 3.27 0.30
H 2.34 -0.02 1.76 0.35
O -0.72 -3.11 -5.59 -0.66
H -0.47 -2.64 -4.80 0.36
H -0.76 -4.03 -5.33 0.29



Record 2
65
Properties=species:S:1:pos:R:3:mulliken_charge:R:1 method="wB97M-V/def2-TZVPD" homo_lumo_gap_ev=8.471 e_lumo_ev=-2.9 total_charge=+1
O -1.00 -4.02 1.44 -0.41
H -0.72 -4.33 0.54 0.44
H -0.99 -4.80 2.03 0.47
H -0.34 -3.30 1.70 0.31
O 2.70 -2.92 0.33 -0.39
H 3.63 -2.68 0.45 0.47
H 2.10 -2.56 1.02 0.30
H 2.26 -2.57 -0.50 0.43
O 0.28 -0.03 0.52 -0.06
H 0.49 -0.66 1.26 0.39
H -0.71 0.09 0.50 0.04
H 0.64 -0.43 -0.34 0.14
C 2.28 -2.61 3.98 -1.46
C 1.09 -1.93 3.35 0.01
O 0.85 -2.25 2.01 -0.59
H 2.48 -2.37 5.02 0.40
H 3.20 -2.44 3.40 0.27
H 2.34 -3.70 3.94 0.33
H 1.28 -0.86 3.47 0.15
H 0.20 -2.19 3.94 0.27
C 3.31 -0.38 -2.15 -1.89
C 1.80 -0.52 -2.13 1.39
O 1.23 -1.25 -1.10 -0.54
H 3.82 -1.28 -2.52 0.42
H 3.72 -0.10 -1.18 0.39
H 3.59 0.32 -2.94 0.44
H 1.44 -0.87 -3.11 0.41
H 1.47 0.53 -2.22 -1.17
C -0.99 2.26 -4.00 -1.76
C -0.57 1.86 -2.55 1.56
C 0.70 2.65 -2.23 -1.58
O 1.12 2.19 -0.96 0.28
C 2.41 2.68 -0.59 -0.99
N -1.73 2.40 -1.80 -0.62
H -1.22 3.32 -4.11 0.39
H -1.84 1.72 -4.41 0.38
H -0.15 2.17 -4.70 0.42
H -0.44 0.78 -2.48 -0.08
H 0.51 3.73 -2.14 0.73
H 1.46 2.54 -3.01 0.17
H 2.36 3.77 -0.62 0.35
H 3.15 2.14 -1.17 0.29
H 2.54 2.36 0.45 0.19
H -1.59 2.23 -0.80 0.15
H -2.58 1.92 -2.07 0.40
C -2.63 -0.51 2.35 -1.21
C -3.23 0.13 1.10 0.09
C -3.25 1.64 1.11 -0.73
O -1.93 2.14 1.08 -0.36
C -1.89 3.57 1.19 -0.97
N -2.46 -0.32 -0.09 -0.60
H -3.14 -0.07 3.21 0.44
H -1.58 -0.20 2.43 0.19
H -2.68 -1.59 2.44 0.29
H -4.24 -0.27 0.98 0.46
H -3.84 1.91 1.99 0.52
H -3.77 2.02 0.23 0.38
H -0.94 3.85 0.74 0.19
H -1.99 3.96 2.20 0.29
H -2.65 4.04 0.56 0.40
H -2.79 0.11 -0.95 0.14
H -2.64 -1.30 -0.26 0.25
O 0.05 -3.44 -0.93 -0.74
H -0.48 -3.70 -1.69 0.32
H 0.48 -2.59 -1.20 0.43



Record 3
68
Properties=species:S:1:pos:R:3:mulliken_charge:R:1 method="wB97M-V/def2-TZVPD" homo_lumo_gap_ev=9.508 smiles="NC(N)=O.CCO.CCO.CO.CO.CO.CO.CO.CO.CO" e_lumo_ev=0.2
N -26.74 9.62 -4.86 -0.29
C -25.47 9.43 -4.65 0.52
N -24.98 8.27 -4.96 -0.35
O -24.58 10.37 -4.07 -0.75
H -27.18 10.53 -4.51 0.05
H -27.30 8.81 -5.08 0.20
H -23.99 8.22 -4.75 0.22
H -25.59 7.48 -5.04 0.29
C -26.74 16.20 -9.31 -0.78
C -27.48 15.43 -10.45 -0.57
O -27.20 14.03 -10.25 -0.36
H -25.64 16.04 -9.25 0.27
H -27.20 15.92 -8.26 0.00
H -26.90 17.22 -9.15 0.52
H -27.20 15.72 -11.43 0.36
H -28.58 15.68 -10.40 0.28
H -26.25 13.91 -10.30 0.26
C -28.58 12.48 -8.03 -1.15
C -27.29 11.93 -7.50 -0.44
O -27.26 10.53 -7.55 0.43
H -29.48 12.19 -7.51 0.17
H -28.88 12.16 -8.99 0.44
H -28.58 13.57 -8.06 0.03
H -26.82 12.21 -6.60 0.69
H -26.63 12.26 -8.24 0.42
H -27.42 10.26 -6.63 -0.16
C -25.08 7.91 -7.78 -0.44
O -25.88 7.19 -8.78 -0.51
H -24.58 7.12 -7.15 0.34
H -25.73 8.56 -7.12 -0.07
H -24.18 8.45 -8.14 0.33
H -25.20 6.85 -9.39 0.31
C -29.54 12.07 -4.61 -0.12
O -29.71 10.67 -4.18 -0.55
H -29.54 12.86 -3.78 0.33
H -30.31 12.35 -5.30 0.37
H -28.59 12.09 -5.18 -0.29
H -30.31 10.30 -4.85 0.34
C -28.58 15.45 -5.31 -0.82
O -27.74 14.39 -5.23 -0.30
H -28.52 15.65 -6.37 0.18
H -28.30 16.45 -4.88 0.28
H -29.56 15.15 -5.29 0.45
H -27.73 14.04 -4.39 0.26
C -30.96 8.97 -6.32 -0.72
O -31.52 8.66 -5.04 -0.54
H -29.90 8.56 -6.44 0.34
H -30.84 10.01 -6.69 0.23
H -31.61 8.52 -7.14 0.30
H -31.35 7.74 -4.95 0.33
C -24.76 14.71 -6.96 -0.34
O -24.02 14.38 -5.82 -0.58
H -24.32 15.63 -7.34 0.36
H -25.89 14.82 -6.82 0.01
H -24.64 13.81 -7.58 0.23
H -24.64 14.03 -5.13 0.31
C -30.01 9.20 -9.95 -0.58
O -29.07 8.53 -9.20 -0.52
H -30.78 8.53 -10.26 0.37
H -29.58 9.79 -10.78 0.19
H -30.50 9.96 -9.31 0.14
H -28.59 9.27 -8.76 0.27
C -26.67 10.55 -10.79 -0.67
O -25.56 10.42 -9.91 -0.56
H -27.37 11.33 -10.64 0.17
H -27.24 9.66 -10.91 0.31
H -26.34 10.73 -11.81 0.42
H -25.90 10.18 -9.06 0.16



Record 4
66
Properties=species:S:1:pos:R:3:mulliken_charge:R:1 method="wB97M-V/def2-TZVPD" multiplicity=2 homo_lumo_gap_ev="9.817 / 2.501" e_lumo_ev="-2.5 / -9.8" total_charge=+1 s_squared=0.75
C 4.34 -2.89 -1.54 -1.52
C 3.48 -3.30 -0.37 0.90
C 2.05 -3.30 -0.69 -1.05
O 3.82 -4.69 -0.21 -0.58
H 4.27 -3.58 -2.37 0.36
H 5.39 -2.85 -1.26 0.39
H 4.03 -1.92 -1.92 0.22
H 3.73 -2.62 0.44 0.06
H 1.49 -3.32 0.24 0.42
H 1.75 -4.14 -1.32 0.38
H 1.69 -2.52 -1.36 0.03
H 3.26 -5.16 0.41 0.33
C -0.54 1.81 4.00 -0.34
O -1.58 2.63 3.44 -0.48
H -1.03 0.92 4.40 0.28
H 0.14 1.52 3.19 -0.09
H 0.09 2.41 4.65 0.39
H -1.15 3.28 2.89 0.34
C 1.47 4.20 -1.40 -0.23
O 0.76 4.56 -2.55 -0.52
H 1.36 4.94 -0.61 0.23
H 0.97 3.31 -1.03 -0.11
H 2.54 4.04 -1.50 0.37
H 1.12 5.35 -2.95 0.30
C -3.86 -0.87 2.37 0.02
O -5.25 -0.74 2.73 -0.55
H -3.84 -0.47 1.36 -0.14
H -3.14 -0.24 2.89 0.14
H -3.58 -1.90 2.54 0.23
H -5.58 0.13 2.50 0.30
C 2.56 -0.09 2.45 -0.38
O 1.49 -0.99 2.45 -0.22
H 3.25 -0.35 1.64 0.23
H 2.18 0.86 2.08 0.17
H 3.10 0.12 3.38 0.40
H 0.89 -0.85 1.72 0.28
C -1.52 4.24 0.66 -0.47
O -0.28 4.24 1.30 -0.55
H -1.88 3.21 0.77 0.11
H -2.28 4.89 1.10 0.36
H -1.35 4.48 -0.39 0.25
H 0.08 5.13 1.41 0.26
C -2.94 -0.03 -2.45 -0.46
O -3.85 -0.37 -1.43 -0.50
H -3.34 -0.03 -3.47 0.32
H -2.62 0.98 -2.20 0.26
H -2.08 -0.69 -2.40 0.03
H -4.15 0.43 -1.00 0.30
C -0.78 0.44 0.46 -0.34
O -0.09 -0.70 0.02 0.42
H -0.19 1.34 0.64 0.28
H -1.51 0.65 -0.31 -0.18
H -1.40 0.22 1.33 0.27
H 0.25 -0.52 -0.86 -0.06
C -1.97 -3.28 -0.18 -0.02
O -1.39 -4.45 -0.71 -0.49
H -3.04 -3.44 -0.02 0.32
H -1.52 -2.77 0.67 0.06
H -1.93 -2.60 -1.03 -0.05
H -0.73 -4.22 -1.37 0.33
C 1.76 -0.29 -3.69 -0.29
O 0.66 0.02 -2.75 -0.45
H 2.24 0.65 -3.98 0.33
H 2.46 -0.92 -3.14 -0.13
H 1.44 -0.77 -4.61 0.28
H 0.31 0.85 -3.09 0.26



ΔE to the lowest compared entry with this formula, charge and spin, record by record: 49.3 4.6 101.7 100.7 kcal/mol